17
Properties=species:S:1:pos:R:3 method="wB97M-V/def2-TZVPD" largest_force_ev_per_a=1.60 total_charge=0 homo_ha=-0.323 relative_energy_kcal_mol=107.29 gap_ev=9.14 multiplicity=1
C 0.75 -0.71 1.90
C 0.95 -0.32 0.44
O 1.16 -1.44 -0.38
C -0.22 0.49 -0.12
C -0.08 0.92 -1.61
C -2.42 0.05 -0.76
O -1.35 -0.43 -0.17
H 1.58 -1.33 2.23
H 0.69 0.17 2.54
H -0.18 -1.28 2.02
H 1.85 0.30 0.34
H 0.31 -1.89 -0.46
H -0.48 1.33 0.56
H -0.24 1.99 -1.77
H 0.88 0.61 -2.04
H -0.83 0.37 -2.16
H -2.37 1.17 -0.55

=====

15
Properties=species:S:1:pos:R:3 method="wB97M-V/def2-TZVPD" largest_force_ev_per_a=2.85 total_charge=+1 homo_ha=-0.454 relative_energy_kcal_mol=4.64 gap_ev=8.94 multiplicity=1
C -1.35 1.31 1.03
N -0.19 1.01 0.16
C 0.53 -0.29 0.43
C 1.36 -0.66 -0.73
C 1.00 -1.67 -1.52
S -0.37 -2.66 -1.17
S -0.81 -1.75 0.64
H -2.10 0.53 0.90
H -1.04 1.34 2.07
H -1.78 2.27 0.75
H 0.50 1.77 0.25
H -0.50 1.00 -0.82
H 1.02 -0.23 1.40
H 2.22 -0.04 -0.96
H 1.51 -1.94 -2.43

=====

16
Properties=species:S:1:pos:R:3 method="wB97M-V/def2-TZVPD" largest_force_ev_per_a=5.05 total_charge=0 homo_ha=-0.309 relative_energy_kcal_mol=133.59 gap_ev=8.78 multiplicity=1
C -2.77 -0.10 -0.29
C -1.61 0.53 0.36
C -0.31 0.85 -0.28
N 0.70 1.86 0.00
N 1.92 0.96 -0.04
C 1.91 -0.38 0.10
S 0.49 -1.64 -0.13
C -0.32 -0.25 0.66
H -2.40 -0.67 -1.14
H -3.15 -0.75 0.44
H -3.56 0.69 -0.64
H -1.82 0.81 1.36
H -0.22 0.70 -1.33
H 0.73 2.66 -0.73
H 2.80 -0.72 -0.52
H 0.13 -0.24 1.70

=====

41
Properties=species:S:1:pos:R:3 method="wB97M-V/def2-TZVPD" largest_force_ev_per_a=15.86 total_charge=0 homo_ha=-0.240 relative_energy_kcal_mol=0.00 gap_ev=7.34 multiplicity=1
Au 0.00 -1.19 0.00
C 2.25 -1.84 1.24
N 1.94 -1.17 0.00
C 2.25 -1.84 -1.24
C 2.29 0.21 0.00
C 3.65 0.59 0.00
C 4.01 1.93 0.00
C 3.02 2.90 0.00
C 1.67 2.53 0.00
C 1.25 1.19 0.00
N 0.00 0.71 0.00
C -1.25 1.19 0.00
C -1.67 2.53 0.00
C -3.02 2.90 0.00
C -4.01 1.93 0.00
C -3.65 0.59 0.00
C -2.29 0.21 0.00
N -1.94 -1.17 0.00
C -2.25 -1.84 1.24
C -2.25 -1.84 -1.24
H 3.33 -1.98 1.37
H 1.78 -2.83 1.26
H 1.86 -1.29 2.11
H 3.33 -1.98 -1.37
H 1.86 -1.29 -2.11
H 1.78 -2.83 -1.26
H 4.42 -0.17 0.00
H 5.06 2.22 0.00
H 3.28 3.95 0.00
H 0.95 3.34 0.00
H -0.95 3.34 0.00
H -3.28 3.95 0.00
H -5.06 2.22 0.00
H -4.42 -0.17 0.00
H -3.33 -1.98 1.37
H -1.86 -1.29 2.11
H -1.78 -2.83 1.26
H -3.33 -1.98 -1.37
H -1.78 -2.83 -1.26
H -1.86 -1.29 -2.11
O 0.00 -2.81 0.00

=====

32
Properties=species:S:1:pos:R:3 method="wB97M-V/def2-TZVPD" largest_force_ev_per_a=0.06 total_charge=0 homo_ha=-0.329 gap_ev=7.61 multiplicity=1
Zn -0.01 -0.59 -1.40
O 3.44 -0.42 1.38
C 2.42 -0.31 0.53
O 2.01 -1.20 -0.16
C 1.84 1.07 0.51
C 2.34 2.13 1.25
C 1.71 3.36 1.14
C 0.62 3.49 0.29
C 0.20 2.38 -0.42
N 0.79 1.20 -0.30
C -0.98 2.35 -1.36
O -1.49 3.53 -1.75
O -1.45 1.32 -1.74
H 3.76 -1.34 1.34
H 3.19 1.98 1.89
H 2.06 4.21 1.71
H 0.11 4.44 0.22
H -0.95 4.27 -1.47
F -2.22 -2.74 -2.05
C -2.11 -2.55 -0.72
C -1.21 -1.64 -0.23
C -1.18 -1.52 1.14
F -0.32 -0.64 1.73
C -1.99 -2.25 2.00
F -1.92 -2.09 3.32
C -2.88 -3.15 1.45
F -3.67 -3.87 2.25
C -2.95 -3.31 0.08
F -3.81 -4.18 -0.44
O 1.99 -2.53 -3.31
S 1.76 -1.18 -3.81
N 0.89 -0.24 -3.07

=====

53
Properties=species:S:1:pos:R:3 method="wB97M-V/def2-TZVPD" largest_force_ev_per_a=16.80 total_charge=+2 homo_ha=-0.525 relative_energy_kcal_mol=260.79 gap_ev=5.58 multiplicity=1
Bi 0.89 0.86 -1.37
C 2.60 1.78 1.90
C 1.69 0.74 2.52
N 1.46 -0.44 1.68
C 2.53 -1.42 1.51
C 3.71 -1.01 0.66
S 3.43 -0.15 -0.96
C 4.25 1.45 -0.67
C 3.34 2.62 -0.29
N 2.20 2.24 0.55
H 3.60 1.36 1.83
H 2.65 2.62 2.59
H 0.73 1.21 2.73
H 2.12 0.47 3.49
H 0.73 -0.95 2.18
H 2.05 -2.29 1.07
H 2.95 -1.73 2.48
H 4.23 -1.92 0.37
H 4.41 -0.39 1.21
H 4.75 1.69 -1.61
H 5.02 1.26 0.07
H 2.94 3.09 -1.20
H 3.97 3.37 0.21
H 1.58 3.04 0.62
O -6.19 -0.07 -0.72
N -5.60 -1.01 -1.20
O -6.09 -2.01 -1.67
C -4.10 -0.94 -1.21
C -3.43 -1.97 -1.75
C -1.92 -2.20 -1.84
C -1.39 -3.48 -1.89
C 0.01 -3.69 -1.86
C 0.87 -2.64 -1.73
N 0.38 -1.38 -1.68
C -0.95 -1.15 -1.84
C -2.74 -0.26 0.71
N -1.85 1.70 0.97
C -2.19 2.96 0.70
C -3.28 2.87 -0.14
C -3.82 1.54 -0.71
C -3.48 0.19 -0.51
H -4.04 -2.78 -2.13
H -2.05 -4.33 -1.94
H 0.40 -4.70 -1.93
H 1.94 -2.75 -1.68
H -1.79 3.84 1.18
H -3.79 3.77 -0.45
H -4.61 1.71 -1.44
O -1.41 0.01 2.40
Cl -1.52 0.43 1.14
O -3.35 -1.17 1.24
O -0.58 -0.10 0.35
O -1.23 0.09 -1.93

=====

16
Properties=species:S:1:pos:R:3 method="wB97M-V/def2-TZVPD" largest_force_ev_per_a=3.33 total_charge=0 homo_ha=-0.309 relative_energy_kcal_mol=2.14 gap_ev=7.68 multiplicity=1
C 2.80 -0.61 -0.47
S 1.74 -0.73 0.97
N 0.29 -0.53 0.14
C -0.88 -1.02 0.48
N -1.99 -0.64 -0.28
C -3.21 -1.05 0.03
N -4.22 -1.49 0.34
H 3.69 -1.33 -0.42
H 3.35 0.35 -0.62
H 2.02 -1.05 -1.13
H -1.27 -1.57 1.37
H -1.74 -0.04 -1.06
O -1.12 1.84 -1.12
N -0.77 2.27 -0.01
S 0.87 2.52 0.26
H 0.43 3.08 1.53

=====

15
Properties=species:S:1:pos:R:3 method="wB97M-V/def2-TZVPD" largest_force_ev_per_a=4.00 total_charge=+1 homo_ha=-0.519 relative_energy_kcal_mol=28.36 gap_ev=8.66 multiplicity=1
C -0.61 0.75 0.51
C 1.14 0.69 -1.29
C 0.01 0.16 -0.70
C -0.69 -0.99 -1.29
N 0.00 1.36 1.51
F 1.58 0.31 -2.47
F 1.41 -0.95 1.15
H -1.65 0.56 0.70
H 1.29 1.72 -0.96
H -0.68 -0.82 -2.44
H -1.72 -1.22 -1.09
H 0.08 -1.77 -1.19
H 1.49 -1.41 1.94
H -0.58 1.62 2.26
H 1.06 1.60 1.49